Record 1
Entry from the Open Molecules 2025 dataset: a cluster of 2 separate species, CH5OPS2 in total in a non-equilibrium geometry (ωB97M-V/def2-TZVPD).

Each line ends with the Mulliken charge.
Positions of all 10 atoms, in Å:
S 1.0999 1.8758 -1.2005  -0.356
S -3.3987 0.0187 0.0732  -0.231
P -0.0197 1.3159 0.2854  0.334
O 0.5725 -0.0864 0.8026  -0.182
C 1.8252 -0.6561 0.4422  -0.373
H 1.8229 -1.6292 -0.1082  0.229
H -2.3480 0.1811 -0.6231  0.080
H -4.2729 -0.5031 -0.8439  0.148
H 2.2340 0.1661 -0.2632  0.159
H 2.4849 -0.6830 1.4355  0.192

Summary:
2S+1 = 1
structure (SMILES) = COP=S.S
LUMO energy = -0.94 eV
Kohn-Sham gap = 8.54 eV
energy above the lowest of the compared OMol25 structures with the same formula, charge and spin = 44.55 kcal/mol

Record 2
Entry from the Open Molecules 2025 dataset: a structure of composition C35H44Br2F4N4OPPdSi in a non-equilibrium geometry (ωB97M-V/def2-TZVPD).

Each line ends with the Mulliken charge.
Positions of all 93 atoms, in Å:
Pd 0.2510 -0.5651 0.0062  -0.843
Br 0.2216 -0.6827 2.5102  -0.112
Br -2.6109 0.0353 -0.0442  0.338
P 2.5418 0.3385 0.1833  1.767
Si -4.8694 -0.0264 0.0934  -1.261
F 5.3177 0.1409 1.5497  -0.350
F 5.9280 -0.0321 4.1052  -0.316
F 3.9865 -0.3612 5.9737  -0.310
F 1.4249 -0.6605 5.1931  -0.328
O -0.7467 4.0729 2.3552  -0.775
N -0.9293 3.9791 -1.1211  0.344
N -0.3789 2.6146 0.5901  0.275
N -0.1407 1.8064 -1.5976  0.567
N -0.1578 -2.7468 -2.3425  -0.931
C -4.4484 -2.6623 1.1290  -1.890
C 4.2984 0.0356 2.4043  0.513
C 3.6629 -0.2682 4.6867  0.615
C 3.6774 -0.9867 -2.0130  -0.555
C -6.8257 -2.0689 0.6114  -1.724
C -5.3660 -1.8936 0.1662  2.391
C 3.2600 2.9877 -0.0430  -0.471
C 3.3968 -2.3370 -0.0553  -0.704
C 3.3158 -1.0916 -0.6714  0.707
C -5.4620 0.8611 -1.5318  2.595
C 2.0144 -0.3039 2.9305  0.263
C 5.2465 3.9566 -0.9791  -0.475
C -6.7595 1.3990 1.7455  -1.811
C -4.3961 2.2101 1.8493  -2.091
C 2.3558 -0.4076 4.2695  0.177
C -1.1377 4.7863 0.0542  -0.521
C -4.6887 0.3622 -2.7619  -1.776
C -6.9636 0.6559 -1.7778  -1.797
C 2.9800 -0.0284 1.9454  -1.054
C -5.2868 0.9650 1.7113  2.686
C 3.9909 4.1080 -0.4120  -0.688
C -5.1908 2.3692 -1.4302  -1.993
C -0.4757 2.7573 -0.7295  -0.128
C -0.7345 3.7884 1.1743  0.241
C 5.7510 2.6803 -1.1866  -0.754
C 4.1946 -2.0766 -2.6933  -0.715
C 4.6452 -0.0759 3.7345  0.207
C -0.9851 4.4551 -2.4790  -1.229
C 4.3191 -3.3010 -2.0546  -0.484
C 3.8933 -3.4332 -0.7421  -0.699
C 3.7549 1.6977 -0.2406  0.032
C -5.2036 -2.5557 -1.2094  -2.042
C 5.0075 1.5634 -0.8387  -0.119
C 0.0468 -1.9397 -1.5308  0.239
C -5.0116 0.1035 2.9519  -2.089
H -4.7211 -3.7227 1.1231  0.514
H -5.9113 -2.1574 -1.9374  0.327
H 0.0117 4.5026 -2.9309  0.311
H 5.8282 4.8264 -1.2596  0.375
H -5.6861 -0.7513 3.0145  0.368
H -1.6203 3.8117 -3.0944  0.318
H 3.0507 -2.4600 0.9641  0.364
H -5.1585 0.7058 3.8542  0.586
H -3.6129 0.4707 -2.6247  0.206
H -1.4088 5.4567 -2.4852  0.403
H 5.4236 0.5831 -1.0192  0.519
H -5.7964 2.8397 -0.6545  0.295
H 3.9386 -4.3983 -0.2529  0.379
H -7.0873 -3.1317 0.6010  0.531
H -7.5626 0.9973 -0.9305  0.287
H -4.8886 -0.6831 -2.9858  0.324
H -6.9975 2.0918 0.9367  0.307
H -3.4048 -2.5866 0.8207  0.347
H 0.0442 0.7835 -1.2002  -0.358
H 3.5366 -0.0466 -2.5328  0.519
H -3.9810 -0.2565 2.9595  0.293
H -7.4324 0.5422 1.6650  0.293
H -2.1829 5.0844 0.1718  0.297
H -4.1890 -2.4322 -1.5936  0.393
H -5.3970 -3.6292 -1.1193  0.593
H 3.5787 5.0998 -0.2684  0.437
H -7.2761 1.2224 -2.6614  0.524
H -3.3433 1.9347 1.9092  0.383
H -4.6526 2.7391 2.7734  0.568
H -4.5254 -2.3072 2.1551  0.327
H 2.2837 3.1088 0.4135  0.445
H -5.4370 2.8533 -2.3811  0.622
H -7.2013 -0.3934 -1.9578  0.288
H -4.1364 2.5588 -1.2158  0.166
H 6.7312 2.5516 -1.6305  0.399
H -6.9924 -1.6959 1.6235  0.266
H -4.5179 2.9068 1.0209  0.239
H -4.9812 0.9512 -3.6381  0.537
H 4.4924 -1.9725 -3.7297  0.379
H -0.3861 1.9245 -2.5659  0.199
H -0.5022 5.6754 0.0859  0.346
H -6.9736 1.9063 2.6918  0.522
H 4.7160 -4.1555 -2.5883  0.370
H -7.5150 -1.5489 -0.0575  0.272

Summary:
2S+1 = 1
charge = -1
LUMO energy = 2.32 eV
Kohn-Sham gap = 6.07 eV
energy above the lowest of the compared OMol25 structures with the same formula, charge and spin = 26.49 kcal/mol

Question: The lowest LUMO energy belongs to which entry?
Answer: CH5OPS2

Question: Kohn-Sham gap of number 1 (CH5OPS2)?
Answer: 8.54 eV